Record 1
81
Properties=species:S:1:pos:R:3:forces:R:3:mulliken_charge:R:1 method="wB97M-V/def2-TZVPD" e_lumo_ev="2.46 / 1.51" total_charge=-1 e_homo_ev="-3.379 / -4.925" spin_multiplicity=3
Pt 2.26713 -0.69000 2.40956 -0.59 -1.13 0.74 0.563
Cl 3.66841 -1.17816 0.66320 1.60 -0.41 -0.73 -0.661
Cl 0.58091 -0.67002 4.00567 -0.30 -0.15 0.95 -0.663
Cl 0.75620 -0.39070 0.88361 -2.06 -0.16 -1.75 -0.157
Si -0.78962 -2.99870 0.23703 2.91 -2.32 3.05 0.877
O -1.16071 -2.06735 -1.01721 -0.30 1.83 -1.64 0.036
O -1.82186 1.40835 1.86311 -0.78 0.15 -1.48 -0.538
O 3.36991 2.07024 2.92843 0.06 -1.50 0.75 -0.624
O 0.85038 2.07553 0.44957 1.72 0.93 -0.61 -0.293
N 1.58202 4.13517 0.26248 0.62 0.59 -0.12 0.286
N -3.28315 0.79902 0.17688 -0.41 0.72 0.22 0.264
N 3.41380 0.49260 4.64372 0.07 0.96 0.36 0.391
C -1.50993 -2.31993 -3.39637 -0.97 0.50 1.18 0.127
C 0.75412 -3.56403 1.38484 1.72 0.82 0.14 -0.824
C -0.71973 -4.63296 -0.59840 -1.11 -0.75 -0.65 -1.259
C 2.62195 1.30665 5.55108 -0.12 -0.03 0.14 -0.966
C 4.17658 -0.61423 5.21195 -0.34 0.41 -0.59 -0.883
C -2.00883 -2.89645 1.60669 -1.08 0.02 0.01 -1.134
C -0.88575 1.94533 -2.63530 0.61 -0.57 0.44 -1.421
C -1.09372 0.62232 -2.23307 -0.29 0.09 -0.36 0.650
C 1.17852 0.01549 -2.78516 -0.45 -0.40 -0.19 -0.442
C -4.11125 1.29945 -0.91549 0.41 -0.25 0.06 -0.920
C -2.27958 1.56679 0.73896 0.11 0.03 0.95 0.534
C -3.56307 -1.98776 -4.74309 -0.51 0.13 -0.87 -1.849
C -2.51298 -1.52518 -3.79964 0.35 0.03 0.09 0.730
C 2.56931 5.15350 -0.02765 0.47 -0.18 -0.05 -0.974
C 0.40150 2.28412 -3.08477 -0.25 0.00 0.24 -0.572
C -1.53911 -3.79244 -3.66848 -0.09 -0.19 -0.84 -1.492
C 1.84236 2.79807 0.25203 -2.06 -0.36 0.18 0.673
C -3.90729 -0.26759 0.94314 0.34 -0.23 -0.41 -0.974
C -0.56556 -1.82965 -2.33308 1.65 0.86 1.66 -0.218
C 1.44464 1.34192 -3.10059 -0.30 0.59 0.10 -0.764
C 3.60466 0.92138 3.35130 1.36 1.20 0.46 -0.323
C 3.23349 2.36182 -0.06562 0.35 -0.36 -0.11 -1.182
C 0.19783 4.50067 0.40573 -0.36 -0.03 0.12 -0.772
C -0.12681 -0.35552 -2.46844 -0.82 -0.18 0.51 0.455
H 1.39138 -4.30132 0.85036 -0.39 0.35 -0.05 0.330
H -2.27706 -3.95851 -4.45433 0.26 -0.29 -0.08 0.419
H -0.05322 -4.53831 -1.48486 -0.52 -0.30 0.54 0.280
H -3.59793 -0.18305 1.99157 -0.16 -0.11 -0.27 0.354
H -3.65570 2.19470 -1.35993 -0.14 -0.27 0.08 0.234
H -2.01452 0.26145 -1.75559 0.48 0.49 -0.34 0.429
H -1.91930 2.36619 0.04368 -0.13 -0.39 0.36 -0.088
H -4.00564 -1.10631 -5.22483 -0.10 -0.24 0.04 0.395
H -0.45792 -5.51385 0.01325 -0.14 0.54 -0.30 0.426
H -0.56362 -4.14410 -4.02613 -0.13 -0.10 0.15 0.304
H 2.10932 6.14079 0.08928 0.21 -0.23 0.02 0.325
H -1.80304 -3.72266 2.30717 -0.02 0.29 -0.38 0.418
H -0.38682 4.16367 -0.45967 0.02 0.13 -0.03 0.125
H -1.86348 -4.42904 -2.83284 0.31 0.55 -0.13 0.138
H -3.10031 -2.58328 -5.55064 -0.48 0.11 0.32 0.464
H 2.46440 1.66461 -3.32527 -0.35 -0.12 0.01 0.383
H 1.50732 -2.81291 1.74280 -0.91 -0.76 -0.35 -0.004
H -2.62773 -0.47506 -3.47977 0.46 -0.84 -0.25 0.424
H -5.13282 1.53321 -0.56345 0.37 0.07 -0.06 0.376
H 3.25770 1.28647 -0.23661 -0.15 0.03 -0.01 -0.050
H 0.57059 3.32956 -3.33053 0.26 -0.17 -0.10 0.375
H -3.57241 -1.23078 0.52077 -0.28 0.37 0.35 0.008
H 4.21930 0.15131 2.78973 0.03 0.85 0.20 0.474
H 3.54614 -1.15502 5.92771 0.14 0.03 -0.22 0.294
H -1.67702 2.70259 -2.53212 0.49 -0.33 -0.07 0.333
H 0.13182 5.58474 0.50596 -0.12 -0.08 0.05 0.372
H 2.08029 0.62996 6.21950 -0.01 0.10 -0.14 0.330
H -1.78633 -4.65732 -0.89521 0.39 -0.86 -0.46 0.087
H 3.24228 1.96986 6.17275 0.04 -0.02 -0.20 0.327
H -4.20574 0.51034 -1.68070 -0.01 0.33 0.04 0.320
H 3.90772 2.54880 0.77515 -0.18 0.15 -0.09 0.315
H 3.60322 2.88057 -0.95858 -0.05 -0.05 0.12 0.439
H 4.44700 -1.27464 4.37648 0.09 -0.03 0.36 0.304
H 1.95255 -0.75447 -2.75833 -0.07 0.32 -0.17 0.333
H 5.08501 -0.24128 5.71535 -0.21 -0.19 -0.09 0.286
H -0.23301 3.98702 1.26998 0.02 0.22 0.00 0.206
H 2.96761 5.06953 -1.05485 -0.20 0.12 0.20 0.278
H 0.45899 -4.10507 2.32139 -0.42 0.51 -0.80 0.258
H -4.99739 -0.19207 0.81224 0.24 -0.04 0.33 0.371
H -3.00735 -3.04125 1.17784 -0.16 0.01 0.37 0.414
H 3.43769 5.06575 0.64844 -0.35 0.14 -0.15 0.269
H 0.41241 -2.32731 -2.30724 -0.30 -0.61 -0.45 0.606
H 1.88468 1.90733 4.99815 0.42 -0.31 0.07 0.229
H -4.38834 -2.55763 -4.27357 0.43 0.14 -0.18 0.270
H -1.98545 -1.96094 2.17888 0.13 -0.16 -0.21 0.143

---

Record 2
77
Properties=species:S:1:pos:R:3:forces:R:3:mulliken_charge:R:1 method="wB97M-V/def2-TZVPD" e_lumo_ev="-5.93 / -5.93" total_charge=+1 e_homo_ev="-9.960 / -9.960" e_above_lowest_ev=0.000
Sc -0.21791 -0.23387 -0.77556 -1.67 -0.16 7.69 -1.507
Cl 1.17941 -0.52900 4.52871 -0.06 0.67 1.00 1.328
P 2.09138 2.12610 1.03367 -0.25 -0.10 0.18 1.562
P 1.00724 -2.53159 0.23609 -0.24 -0.04 -0.12 1.629
O -0.27419 -0.60505 4.96519 1.32 -0.18 -0.27 -0.802
O 1.66056 0.88520 4.80535 -0.52 -1.66 0.01 -0.779
O 1.98097 -1.47037 5.34927 -0.58 0.53 -0.58 -0.713
O -0.17048 0.35722 1.11261 -0.29 -0.74 -1.60 -0.514
C 1.33066 -2.92725 1.98383 0.00 0.45 0.18 -1.282
C -2.28797 -0.70193 1.31578 -0.16 -0.03 -1.52 0.591
C 3.66115 1.35131 1.54206 0.15 0.14 -0.03 -1.340
C -1.57391 1.18093 2.90347 -0.62 0.06 -0.32 -1.012
C 0.04995 -1.55066 -2.76730 -1.42 -0.53 -3.09 0.064
C -2.90734 -0.69077 0.08035 0.89 -0.89 1.18 0.689
C 1.35757 -1.27728 -3.51004 -0.28 -0.47 0.20 -1.453
C -2.86387 0.67064 -0.43226 1.02 1.58 -0.24 1.062
C -1.51820 0.60272 1.50398 -0.91 0.17 0.99 1.851
C -1.98226 2.93815 0.39881 0.24 0.57 -0.18 -1.478
C 2.63454 3.63210 0.16376 0.24 0.00 0.07 -1.619
C -1.04486 -0.71077 -2.87389 0.79 -2.02 -2.99 0.110
C -2.33861 -1.73437 2.35625 0.42 -0.47 0.67 -1.476
C -0.18542 -3.83947 -0.22645 0.00 -0.25 -0.19 -1.396
C -3.55409 1.15814 -1.66347 -0.25 0.20 -0.32 -1.696
C -0.14292 1.64915 -3.39641 -0.07 0.59 -0.29 -1.266
C 2.22651 -0.17015 -2.89505 0.44 -0.20 0.10 -1.234
C 1.59087 2.83503 2.62413 -0.05 0.16 0.10 -1.022
C -3.57976 -1.86401 -0.55755 -0.40 -0.25 0.07 -1.703
C -1.01391 0.45824 -3.84175 -0.31 0.21 0.13 -1.430
C 1.58374 0.67072 -1.81851 0.49 2.44 -1.86 0.881
C 2.56868 -3.00903 -0.58222 0.00 0.03 -0.04 -1.229
C 0.51303 1.52228 -2.04087 2.92 1.00 -1.17 0.894
C -2.14731 1.47072 0.42909 -0.06 -0.71 -0.84 -0.215
H 2.31300 3.62770 2.86390 -0.24 -0.08 0.14 0.538
H -3.33157 -2.77269 0.00192 -0.15 0.14 -0.09 0.411
H 3.10677 -0.65563 -2.44753 -0.23 0.32 -0.17 0.343
H 0.33619 2.38144 -1.35849 -0.02 -1.06 0.25 0.580
H -2.00312 -2.72023 2.01038 -0.24 0.09 0.05 0.307
H -4.57025 1.52019 -1.45440 0.19 -0.14 0.01 0.396
H 2.11476 -2.26315 2.37257 -0.25 -0.19 0.01 0.359
H -3.63862 0.36117 -2.40610 -0.17 0.06 0.03 0.367
H 2.58708 0.47960 -3.70987 -0.06 -0.03 0.37 0.504
H -2.63135 1.33575 3.17222 0.25 0.10 0.05 0.393
H -2.04327 0.80636 -4.02235 0.44 -0.21 0.17 0.430
H -1.04573 2.13142 2.92449 -0.10 -0.02 0.10 0.242
H 2.86861 -4.01099 -0.24722 0.02 0.25 -0.15 0.532
H 0.40036 -4.73278 -0.48213 -0.43 -0.01 0.10 0.482
H 1.93710 -2.21580 -3.54421 -0.30 0.45 0.00 0.653
H 3.45847 0.69715 2.39678 0.07 0.11 -0.08 0.296
H 2.45200 -2.99464 -1.67324 0.09 -0.12 0.29 0.309
H -2.92126 3.44929 0.66566 0.23 -0.18 -0.10 0.428
H 0.41857 -2.76129 2.57447 0.32 0.01 -0.10 0.278
H -2.04956 -1.11785 -2.72527 0.42 0.00 0.66 0.465
H 1.59063 2.07429 3.43623 -0.08 0.44 -0.57 0.207
H -3.01094 1.99407 -2.13110 -0.17 -0.19 0.21 0.355
H 0.58828 3.26603 2.52680 0.24 0.11 0.13 0.268
H -0.86315 -4.04753 0.61411 0.31 -0.01 -0.26 0.379
H -0.12098 -2.62812 -2.61697 -0.05 0.70 0.80 0.680
H -3.36266 -1.83728 2.75607 0.32 0.00 -0.23 0.427
H 3.08091 3.38087 -0.79906 0.12 0.11 -0.04 0.363
H -0.77994 2.54773 -3.39552 0.38 -0.25 0.03 0.421
H -1.69445 -1.42954 3.18912 -0.08 -0.24 0.02 0.039
H -1.68324 3.29165 -0.59439 -0.19 0.11 0.02 0.322
H 4.36830 2.13439 1.83288 0.12 -0.26 0.08 0.426
H 0.63527 1.80594 -4.17110 -0.21 0.05 0.52 0.326
H -4.67721 -1.77023 -0.57965 0.32 0.01 -0.01 0.328
H 2.22809 0.79083 -0.91806 -1.15 -0.04 0.14 -1.012
H -3.24835 -2.03344 -1.59015 -0.21 0.05 0.16 0.248
H -0.79868 -3.54292 -1.08959 0.15 -0.29 0.33 0.188
H -0.63366 0.10041 -4.81390 -0.18 -0.11 0.38 0.554
H 1.76540 4.26962 -0.01564 0.08 0.07 0.04 0.326
H 1.13605 -1.02856 -4.56122 -0.22 -0.05 0.35 0.395
H 4.07625 0.75567 0.72574 0.19 0.03 0.05 0.360
H 3.34015 -2.27761 -0.30274 -0.12 -0.27 -0.05 0.272
H -1.21769 3.27559 1.10508 -0.12 -0.13 -0.11 0.133
H 1.65443 -3.97261 2.09363 -0.11 0.27 -0.17 0.542
H -1.12004 0.51876 3.64232 -0.02 0.06 -0.09 0.112
H 3.35583 4.15386 0.79449 0.05 0.25 -0.22 0.532

---

no.,molar mass (g/mol)
1,769.16
2,539.98